1.
{
  "formula": "C6H11N",
  "method": "ωB97M-V/def2-TZVPD",
  "smiles": "C/C=C/C(C)=C/N",
  "total_charge": 0,
  "homo_lumo_gap_ev": 8.4,
  "elements": ["H", "H", "C", "H", "N", "H", "C", "H", "C", "H", "H", "H", "C", "H", "H", "C", "C", "H"],
  "positions_angstrom": [[-1.96, -1.44, 3.21], [0.51, -0.96, -2.29], [-2.11, -0.75, 2.38], [-3.14, -0.91, 2.04], [2.02, 1.48, -1.62], [1.92, 2.31, -2.19], [-1.23, -0.94, 1.19], [1.72, -1.32, -1.20], [0.89, 1.29, -0.81], [-1.37, -1.69, 0.42], [0.11, -2.00, -0.84], [-2.03, 0.27, 2.72], [0.63, -1.13, -1.22], [0.50, 2.19, -0.35], [-0.64, 1.07, 1.21], [-0.54, 0.11, 0.74], [0.31, 0.14, -0.46], [2.17, 0.70, -2.25]],
  "mulliken_charge": [0.296, 0.350, -1.056, 0.260, -0.551, 0.256, -0.019, 0.336, -0.338, 0.200, 0.338, 0.294, -1.512, 0.302, 0.181, -0.377, 0.786, 0.254]
}


2.
{
  "formula": "C4H9N",
  "method": "ωB97M-V/def2-TZVPD",
  "smiles": "C=C[C@H](C)N",
  "total_charge": 0,
  "homo_lumo_gap_ev": 10.4,
  "elements": ["H", "H", "C", "H", "H", "C", "H", "N", "H", "H", "C", "C", "H", "H"],
  "positions_angstrom": [[-2.36, 0.24, -1.18], [2.20, -0.98, -0.46], [1.17, -1.10, -0.02], [0.25, -0.04, -1.44], [-0.79, 0.13, 1.48], [-2.14, 0.01, -0.18], [1.56, 1.26, 0.84], [1.17, 1.34, -0.08], [-3.01, -0.05, 0.44], [1.40, -1.30, 1.10], [-0.93, 0.12, 0.39], [0.34, 0.16, -0.38], [0.66, -1.95, -0.39], [0.47, 2.18, -0.12]],
  "mulliken_charge": [0.312, 0.343, -1.409, 0.282, 0.274, -0.772, 0.264, -0.678, 0.266, 0.299, -0.234, 0.348, 0.421, 0.286]
}


3.
{
  "formula": "C37H37F3O2P2Pt",
  "method": "ωB97M-V/def2-TZVPD",
  "total_charge": 2,
  "homo_lumo_gap_ev": [6.0, 4.0],
  "spin_multiplicity": 5,
  "elements": ["C", "C", "C", "H", "C", "C", "C", "P", "P", "Pt", "H", "H", "H", "H", "H", "C", "C", "F", "C", "H", "H", "C", "H", "C", "C", "H", "H", "H", "C", "F", "H", "H", "H", "C", "H", "C", "H", "H", "C", "C", "O", "C", "C", "C", "C", "C", "H", "H", "C", "H", "H", "H", "C", "C", "H", "H", "H", "H", "C", "C", "C", "H", "C", "C", "H", "H", "H", "C", "H", "F", "H", "C", "H", "C", "O", "C", "C", "C", "C", "H", "H", "H"],
  "positions_angstrom": [[-2.56, -2.11, -1.86], [-2.91, -2.40, -0.53], [5.51, -1.33, -1.69], [-4.51, -0.54, -2.74], [2.35, 1.74, -2.39], [0.31, -1.13, -7.42], [-1.17, 1.49, -7.45], [1.67, 0.08, -2.14], [-1.59, -0.62, -2.21], [-0.01, 0.06, -0.80], [2.80, 1.36, -4.46], [3.40, 5.42, -3.10], [-3.91, -4.89, -3.35], [0.83, -2.10, -7.51], [2.03, -0.79, -6.12], [-2.90, -3.04, -2.87], [3.99, -3.03, -0.88], [-3.87, 0.35, 1.84], [-3.99, -4.45, -1.23], [-6.14, 1.34, -2.76], [-2.61, -0.90, -5.41], [-3.62, -3.55, -0.21], [2.91, 4.69, -0.76], [-1.76, 0.85, -6.23], [-1.87, -0.48, -6.10], [6.52, -0.97, -1.87], [-2.87, 4.15, -2.34], [4.58, 0.41, -2.60], [4.42, -0.54, -2.08], [-3.27, 2.29, 2.68], [-5.32, 3.69, -2.53], [-1.25, 0.81, -8.32], [-4.56, -5.35, -0.97], [-3.63, -4.19, -2.55], [0.69, 2.02, -8.39], [-4.61, 2.87, -2.55], [-1.70, -1.70, -7.86], [-2.58, -2.87, -3.90], [0.85, -0.67, -3.53], [2.84, 3.98, -1.60], [-1.33, 2.33, 0.67], [0.30, 1.95, -7.36], [3.07, 3.46, -3.95], [2.90, -2.25, -1.27], [1.19, -0.26, -6.58], [1.19, 1.07, -6.54], [1.99, 1.62, -6.05], [3.27, 3.77, -4.98], [-2.33, 2.08, -2.48], [-3.88, -3.74, 0.83], [-2.61, -1.71, 0.25], [0.22, -0.73, -8.44], [-3.24, 3.13, -2.45], [5.29, -2.57, -1.07], [6.14, -3.17, -0.75], [1.88, -2.62, -1.15], [2.34, 0.29, 0.52], [2.12, 2.37, -0.34], [-2.80, 1.11, 2.22], [-2.78, 0.74, -2.52], [-0.46, -1.04, -3.54], [1.55, -0.93, -4.32], [2.76, 2.12, -3.68], [-5.07, 1.55, -2.67], [3.81, -4.01, -0.42], [0.35, 2.96, -6.93], [-0.85, -1.70, -4.32], [-1.80, 1.25, 1.02], [1.09, 1.41, 1.23], [-2.19, 0.47, 3.27], [-2.20, 1.53, -5.49], [1.29, 0.41, 0.80], [0.96, -0.38, 1.49], [-4.16, 0.49, -2.66], [-1.55, 0.08, 0.53], [2.42, 2.68, -1.34], [3.13, 4.39, -2.90], [-1.13, -1.48, -6.93], [3.11, -0.97, -1.80], [-1.76, 2.39, -7.69], [-1.25, 2.27, -2.40], [-1.09, -2.43, -6.37]],
  "lowdin_spin": [0.017, 0.005, 0.006, 0.001, 0.035, 0.009, 0.046, 0.128, 0.234, 0.324, 0.002, 0.000, 0.000, 0.001, 0.001, 0.007, -0.001, 0.000, 0.004, 0.000, 0.015, 0.002, 0.000, 0.362, 0.362, 0.000, 0.000, 0.000, 0.010, 0.001, 0.001, 0.006, 0.000, 0.001, 0.001, 0.011, 0.028, 0.000, 0.646, 0.002, 0.042, 0.042, 0.003, 0.021, 0.039, 0.057, 0.002, 0.000, 0.012, 0.000, 0.000, 0.004, -0.001, 0.019, 0.001, -0.001, 0.025, 0.002, 0.001, 0.060, 0.680, 0.021, 0.009, 0.003, 0.000, 0.003, 0.032, 0.006, 0.031, 0.001, 0.012, 0.400, 0.023, 0.015, 0.057, 0.010, 0.005, 0.051, 0.033, 0.002, 0.002, 0.007]
}


4.
{
  "formula": "C69H146N10O17",
  "method": "ωB97M-V/def2-TZVPD",
  "total_charge": 2,
  "homo_lumo_gap_ev": 6.8,
  "elements": ["C", "C", "H", "H", "H", "C", "H", "H", "C", "C", "C", "O", "O", "H", "C", "H", "C", "C", "H", "H", "C", "H", "C", "H", "C", "H", "H", "O", "C", "O", "H", "C", "H", "H", "O", "C", "H", "H", "H", "H", "H", "H", "H", "C", "C", "H", "C", "H", "C", "C", "H", "C", "O", "H", "H", "H", "H", "C", "H", "N", "H", "C", "O", "H", "C", "C", "C", "H", "H", "C", "H", "C", "C", "H", "C", "H", "H", "H", "H", "H", "O", "C", "H", "C", "N", "C", "H", "C", "H", "C", "H", "H", "H", "H", "H", "H", "H", "H", "N", "H", "H", "H", "C", "H", "H", "H", "H", "H", "C", "N", "H", "H", "H", "H", "H", "H", "H", "H", "H", "H", "C", "H", "H", "C", "C", "H", "H", "O", "C", "C", "H", "H", "H", "H", "H", "N", "C", "C", "H", "C", "H", "H", "O", "H", "H", "H", "H", "H", "H", "H", "H", "H", "C", "H", "C", "N", "H", "O", "H", "O", "H", "H", "H", "H", "C", "H", "H", "C", "O", "H", "H", "H", "C", "C", "N", "H", "C", "H", "C", "H", "H", "H", "C", "H", "C", "H", "H", "N", "C", "H", "H", "H", "H", "C", "H", "H", "H", "H", "C", "H", "H", "H", "H", "H", "H", "H", "H", "C", "H", "C", "C", "H", "C", "O", "H", "H", "C", "C", "H", "O", "H", "N", "H", "H", "O", "C", "N", "C", "H", "H", "C", "O", "H", "H", "H", "H", "H", "H", "C", "C", "H", "H"],
  "positions_angstrom": [[-2.65, -4.94, 3.79], [4.87, -3.45, 2.53], [1.86, 5.24, 2.77], [2.06, -3.00, -3.11], [5.35, 1.45, -6.56], [3.05, 5.58, -3.16], [4.47, 3.32, 0.79], [6.39, 2.45, 3.22], [6.97, 4.00, 0.28], [-1.58, 8.12, -2.54], [-11.22, -10.14, 0.36], [-1.92, 1.73, -3.90], [-0.55, -3.98, 3.60], [-10.15, -9.69, 2.64], [-8.36, -9.02, 1.64], [0.62, 7.74, -2.75], [-10.65, -12.09, 1.61], [7.04, -6.65, 0.60], [-8.20, -11.71, 0.54], [0.41, -2.09, -5.62], [-1.71, 1.54, 2.02], [-5.81, 1.23, -7.57], [-1.56, -1.50, -5.96], [-3.54, 1.83, -9.17], [-1.63, 2.22, -6.62], [5.93, -3.57, 2.66], [2.35, -3.75, 2.80], [1.98, 3.54, -2.26], [6.71, 3.30, 2.64], [3.75, -2.94, -0.39], [5.88, 0.35, -5.07], [-5.82, 3.30, -0.04], [7.77, 6.39, -0.50], [3.00, 2.23, -3.54], [-2.38, 6.15, 4.15], [0.58, 5.55, 1.13], [-10.99, -11.73, 2.57], [4.92, 3.70, 4.90], [-2.79, -0.03, 2.97], [6.12, -7.07, 2.52], [0.73, 1.46, -6.08], [7.02, 5.60, 1.67], [8.09, -6.73, 0.95], [6.60, 0.87, -0.17], [-9.01, -11.22, -0.03], [-13.34, -10.93, 0.39], [-3.86, 4.65, 0.45], [0.62, -1.46, -1.54], [-11.69, -12.46, 0.61], [3.38, 3.41, 3.26], [-12.44, -13.16, 1.05], [-0.01, 6.61, -1.01], [2.89, 0.28, -4.99], [-4.58, 3.30, -6.53], [-9.83, -12.84, 1.75], [4.85, 1.90, 1.86], [-2.89, -4.23, 3.04], [0.69, 1.61, -7.18], [3.78, -4.74, 4.57], [-0.32, 1.02, -0.08], [2.40, 5.48, -4.03], [6.44, 5.40, 0.77], [0.62, -1.32, 3.92], [-1.51, 2.26, -5.56], [1.79, -1.21, 4.53], [-9.33, -10.06, 2.10], [-2.68, 2.05, -8.54], [4.76, 3.19, -2.65], [0.39, -5.15, 7.06], [-0.04, 2.51, -0.10], [-11.19, -13.07, -0.11], [-0.02, -4.39, 6.37], [-0.14, 7.78, -1.94], [1.40, 2.33, -7.66], [6.17, -6.20, 1.84], [1.66, 8.63, 0.33], [0.37, 2.64, 0.87], [1.18, -0.31, -2.74], [1.38, 4.97, 0.64], [0.39, 6.11, 3.18], [3.66, 4.48, 2.75], [-2.00, 5.26, 4.90], [1.30, 8.14, 2.75], [3.90, 0.98, -4.93], [6.57, 2.86, 1.22], [-1.54, 0.77, 0.69], [5.40, 5.41, 1.06], [0.92, 0.22, 0.56], [2.45, -4.23, 1.10], [-1.32, -4.60, 4.29], [4.89, -5.11, 0.41], [2.91, -4.36, -2.94], [-12.57, -11.38, -1.01], [-0.31, 4.96, 0.99], [-8.94, -10.87, 2.71], [-2.21, 8.06, -1.66], [-5.58, 5.75, 0.15], [4.30, -2.86, 3.22], [-10.08, -10.87, 0.99], [2.53, -6.82, 4.55], [-1.75, 4.70, -2.45], [2.65, -0.59, -0.41], [1.13, 6.02, 2.49], [-3.47, 5.45, 6.03], [-3.36, 1.42, 3.49], [-4.85, 5.86, 1.83], [3.47, -7.57, 3.36], [2.01, -6.52, 1.75], [-2.23, 2.59, -3.03], [3.91, 2.03, -4.05], [-8.81, -8.33, 0.87], [6.36, 7.41, 0.01], [-0.34, -1.68, -4.20], [-7.14, -8.80, 3.41], [-2.10, 4.37, -4.16], [0.17, 8.67, -1.46], [4.18, -6.44, 1.16], [-5.66, 1.08, -5.85], [-0.82, 1.39, 2.68], [7.81, 3.46, 2.78], [-0.81, 7.58, 1.03], [7.32, 1.01, 1.91], [-0.84, -3.21, -5.02], [0.89, -0.38, -1.69], [-0.38, 0.49, -1.51], [-11.64, -9.33, 0.94], [-1.10, 8.43, 0.36], [3.37, 4.76, -1.00], [5.11, 2.41, 0.91], [4.98, 2.85, -3.66], [6.09, 4.23, 2.86], [4.48, 0.68, -0.28], [-0.51, 8.07, 1.96], [-1.62, 9.20, -2.80], [5.07, -5.91, 3.98], [-0.70, 2.05, -7.53], [-2.99, 0.96, 2.59], [-5.06, 1.11, -6.73], [0.77, 5.93, -1.31], [-4.69, 5.80, 0.74], [-0.38, 4.34, 3.77], [-0.78, 1.74, -9.61], [-3.02, 2.46, -2.06], [0.55, -0.79, 0.82], [-3.49, -1.74, -6.29], [-6.34, 3.59, 0.93], [-8.71, -10.24, -0.47], [-0.22, 1.29, -2.18], [-0.54, 3.90, -3.51], [3.00, 0.23, 5.49], [2.16, 1.10, -0.99], [2.82, 7.44, 2.52], [2.93, -3.33, -2.56], [6.03, 6.25, -1.14], [-12.34, -11.22, 0.05], [0.32, 6.90, 0.39], [7.00, -5.90, -0.20], [2.56, 2.52, 2.87], [7.23, 1.04, -1.07], [1.49, -3.32, -0.62], [3.80, -2.83, -2.91], [8.30, 1.91, 0.80], [-0.52, -3.66, 7.08], [1.91, 0.79, 4.15], [3.02, -6.57, 3.67], [-1.77, 2.63, 1.82], [4.55, 1.97, 4.24], [-1.33, 1.86, -8.71], [2.57, -2.19, 4.48], [5.93, 2.32, -3.69], [5.23, 2.18, -1.14], [-1.62, -5.73, 5.89], [2.01, 0.12, 5.01], [2.77, 4.54, -2.10], [-4.40, 3.49, 0.03], [0.74, -3.86, 5.88], [7.27, 1.64, 0.99], [3.06, 6.55, -2.69], [4.09, -5.51, 3.76], [-6.26, 3.94, -0.86], [4.11, 5.53, -3.48], [-7.58, -9.50, 1.09], [1.80, 0.11, -0.67], [-4.46, 0.23, -6.88], [5.16, 0.69, -5.76], [3.46, 2.84, 5.33], [-10.76, -9.77, -0.55], [-2.82, 2.27, -7.16], [1.60, 7.60, 0.65], [-0.93, 6.02, -1.05], [-3.87, 3.04, -0.78], [-1.39, 0.01, -1.60], [-0.98, 3.32, 5.18], [2.66, -4.56, 2.18], [6.73, -5.37, 2.31], [-3.89, 2.31, -5.37], [-0.94, 3.10, -0.36], [-8.60, -7.70, 3.35], [-7.81, -8.16, 2.79], [-3.37, -4.89, 4.57], [-1.54, -0.33, 0.85], [-1.74, 6.94, 1.14], [-7.15, -7.40, 2.32], [-3.80, 0.92, 1.93], [0.47, -2.21, 3.68], [4.71, -2.99, 1.53], [5.02, 3.83, -4.21], [-0.51, -2.21, -5.16], [-9.47, -11.84, -0.82], [4.85, -5.65, 1.38], [2.01, -5.94, 2.63], [6.72, -0.22, 0.01], [1.79, 7.38, 2.19], [-2.74, -2.04, -5.71], [2.37, 7.01, 0.11], [-2.11, 7.41, -3.26], [-0.81, 4.35, 4.77], [2.67, -3.19, -1.03], [4.85, -0.22, -6.28], [-1.38, -0.62, -6.76], [6.71, 3.69, -0.78], [4.16, -4.80, 2.43], [6.76, -7.63, 0.29], [-2.66, -5.89, 3.24], [-2.77, 4.85, 5.89], [5.20, 1.49, -0.33], [-0.98, -5.10, 5.49], [4.16, 2.97, 4.53], [0.78, 0.55, -7.51], [1.31, 0.91, 1.37], [6.67, 6.43, -0.28], [-2.62, 4.79, 0.44], [-4.16, 6.74, 0.50], [1.18, 0.41, 5.64], [0.77, 2.78, -0.79], [1.02, -5.75, 3.03], [8.11, 3.97, 0.36], [-0.07, 4.71, 5.54], [-4.09, 2.32, -6.38], [-1.62, 4.00, -3.29], [-2.34, 1.14, 0.04], [-6.00, 2.26, -0.38]],
  "mulliken_charge": [-1.522, -0.840, -0.477, 0.167, 0.304, -1.538, -0.629, 0.602, -0.711, -1.006, -0.495, -0.597, -0.485, 0.437, -0.464, 0.453, -0.604, -1.379, 0.334, 0.349, 1.556, 0.354, 0.712, 0.430, 0.000, 0.289, -0.285, -0.502, -1.194, -0.721, 0.409, -1.128, 0.386, -0.208, -0.570, 0.767, 0.500, 0.249, 0.493, 0.311, 0.081, 0.558, 0.357, -0.764, -1.048, 0.338, 0.327, 0.161, -0.802, 0.549, 0.425, 1.177, -0.497, 0.315, 0.332, -0.186, 0.359, -0.711, 0.225, 1.406, 0.168, 0.291, -0.280, 0.087, 0.689, -0.766, -0.656, -0.781, 0.342, -0.769, 0.383, -0.752, -0.981, 0.341, -0.352, 0.530, 0.715, 0.121, -0.797, 0.073, -0.577, 0.434, 0.494, 0.650, 0.629, -1.555, -0.104, -0.277, -0.574, 0.814, 0.258, 0.404, 0.285, 0.190, 0.460, 0.204, 0.538, 0.352, 0.175, 0.512, -0.371, -0.272, 0.623, 0.374, 0.435, 0.275, 0.220, 0.454, 0.599, 0.794, 0.368, 0.438, 0.044, 0.317, 0.621, 0.384, 0.457, 0.478, -0.367, 0.359, -0.427, 0.362, 0.437, -0.963, 0.510, 0.344, 0.415, -0.551, 0.496, 0.148, 0.179, -0.313, 0.564, 0.374, 0.608, 0.424, -1.916, -1.312, -0.694, -1.684, -0.201, 0.501, -0.973, 0.555, 0.371, 0.323, 0.429, -0.561, 0.226, 0.385, -0.785, 0.480, -1.296, 0.180, -0.512, 0.498, 0.380, -0.071, 0.368, -0.798, 0.304, 0.386, 0.302, -0.354, -0.793, -0.517, 0.208, -0.377, -0.655, 0.443, -0.952, 0.215, -0.257, 0.650, 0.481, 0.114, -0.737, 0.375, -0.500, 0.325, 0.315, 0.441, 1.876, 0.197, -1.555, 0.505, 0.324, 0.371, 0.106, -0.448, 0.349, 0.184, 0.348, 0.936, 0.294, -0.153, -0.320, 0.367, -1.317, 0.444, 0.701, -0.264, 0.367, 0.360, 0.141, 0.290, 0.144, -0.880, 0.382, -0.662, -0.453, 0.206, -1.606, -0.502, -0.053, 0.237, -0.293, 1.093, 0.421, -0.516, 0.257, 0.618, 0.367, 0.300, -0.457, 1.687, -0.136, -1.680, 0.330, -0.626, -1.546, -0.320, 0.270, 0.310, 0.235, 0.010, 0.472, 0.434, 0.265, -0.736, 0.590, 0.325]
}